a | A single C2H5NS2 molecule. Source: the OMol25 dataset; level of theory: ωB97M-V with the def2-TZVPD basis set.

The calculation puts the LUMO energy at -0.006 Ha. Its HOMO energy is -8.90 eV. As for the SMILES: CC(=S)NS.

Geometry (Å):
C1 0.05 1.53 -0.12
C2 0.64 0.19 -0.02
H1 0.93 2.29 -0.33
H2 -0.65 2.01 0.66
H3 -0.58 1.70 -0.96
H4 -0.27 -1.60 -0.45
H5 -1.93 0.54 1.47
N1 -0.44 -0.65 -0.39
S1 2.17 -0.36 0.12
S2 -2.08 -0.31 0.07


b | A molecular structure, C2H5NS2. Source: the OMol25 dataset; level of theory: ωB97M-V with the def2-TZVPD basis set.

The calculation puts the LUMO energy at 0.003 Ha. Its HOMO energy is -8.87 eV.

Geometry (Å):
C1 -1.22 -1.10 0.13
C2 0.06 1.55 -0.18
H1 -2.22 -1.43 -0.79
H2 0.07 -1.83 0.23
H3 -1.67 -0.71 1.37
H4 -0.26 2.48 0.66
H5 3.08 -0.22 0.43
N1 1.24 1.11 -0.08
S1 -1.12 0.45 -1.01
S2 2.04 -0.31 -0.75


Question: which arrangement is favored energetically? Ranking from most to least stable: a, b.


a | A single C2H3IO2 molecule. Source: the OMol25 dataset; level of theory: ωB97M-V with the def2-TZVPD basis set.

The calculation puts the LUMO energy at -0.021 Ha. Its HOMO energy is -9.83 eV. As for the SMILES: CC(=O)OI.

Geometry (Å):
C1 -0.23 0.49 -0.16
C2 1.04 -0.20 0.12
O1 -1.11 -0.44 0.23
O2 -0.46 1.53 -0.66
I1 -3.01 -0.31 -0.02
H1 0.91 -1.00 0.90
H2 1.10 -0.61 -0.86
H3 1.76 0.56 0.45


b | A single C2H3IO2 molecule. Source: the OMol25 dataset; level of theory: ωB97M-V with the def2-TZVPD basis set.

The calculation puts the LUMO energy at 0.002 Ha. Its HOMO energy is -9.09 eV. As for the SMILES: O=COCI.

Geometry (Å):
C1 0.81 -1.27 -0.28
C2 -0.28 0.92 0.25
O1 0.26 -1.67 0.65
O2 0.39 0.31 -0.73
I1 -2.52 0.54 -0.13
H1 1.51 -1.31 -1.05
H2 -0.03 0.55 1.21
H3 -0.14 1.92 0.08


Question: which arrangement is favored energetically? Ranking from most to least stable: a, b.


a | 2 unconnected molecules or ions with the total composition C5H11OPS. Source: the OMol25 dataset; level of theory: ωB97M-V with the def2-TZVPD basis set.

The calculation puts the LUMO energy (spin up / spin down) at -0.033 / -0.067 Ha. Its HOMO energy (spin up / spin down) is -9.67 / -8.12 eV.

Geometry (Å):
C1 -0.56 -1.85 3.11
C2 0.37 2.82 -1.24
C3 0.98 -1.53 -0.47
C4 -0.25 1.47 -1.61
C5 -0.58 0.72 -0.31
O1 -1.17 -4.35 3.33
P1 0.91 0.02 0.58
S1 -1.06 -3.23 2.37
H1 -0.45 -1.71 4.20
H2 1.32 2.61 -0.94
H3 0.55 3.47 -1.99
H4 -0.24 3.22 -0.45
H5 1.79 -1.37 -1.23
H6 0.00 -1.74 -0.80
H7 1.37 -2.39 0.03
H8 -1.13 1.47 -2.21
H9 0.46 0.99 -2.24
H10 -1.09 1.55 0.38
H11 -1.22 -0.17 -0.51


b | A single C5H11OPS molecule. Source: the OMol25 dataset; level of theory: ωB97M-V with the def2-TZVPD basis set.

The calculation puts the LUMO energy at 0.029 Ha. Its HOMO energy is -8.68 eV. As for the SMILES: C=CC[P@](O)(=S)CC.

Geometry (Å):
C1 -0.66 1.09 3.00
C2 0.27 0.42 2.33
C3 0.89 -0.82 -2.28
C4 0.49 0.56 0.88
C5 -0.54 -0.58 -1.84
O1 -2.17 -0.26 0.25
P1 -0.69 -0.84 -0.03
S1 -0.49 -2.66 0.62
H1 -0.80 0.95 4.06
H2 -1.32 1.80 2.51
H3 0.90 -0.29 2.84
H4 1.55 -0.03 -1.92
H5 1.25 -1.77 -1.87
H6 0.97 -0.86 -3.36
H7 1.51 0.34 0.57
H8 0.14 1.51 0.48
H9 -1.22 -1.30 -2.30
H10 -0.89 0.43 -2.09
H11 -2.62 -0.76 0.93


Question: which arrangement is favored energetically? Ranking from most to least stable: b, a.